130
Properties=species:S:1:pos:R:3 method="wB97M-V/def2-TZVPD" orbital_gap_ev=7.35 e_tot_ha=-7517.33034 homo_ev=-9.467 smiles="O=C1C=C(O)C(=O)C=C1O.O=C1C=C(O)C(=O)C=C1O.O=C1C=C(O)C(=O)C=C1O.COCCOC.COCCOC.COCCOC.ClCCCl.ClCCCl.ClCCCl.ClCCCl.ClCCCl"
O -0.619 4.612 2.094
C -0.882 4.882 3.281
C -1.146 6.280 3.774
C -1.504 6.585 5.027
O -1.831 7.858 5.291
C -1.643 5.548 6.125
O -2.040 5.686 7.294
C -1.287 4.222 5.711
C -0.953 3.879 4.428
O -0.853 2.551 4.141
H -1.130 7.032 2.998
H -1.977 7.925 6.238
H -1.350 3.454 6.468
H -0.981 2.335 3.214
O -0.136 1.635 1.556
C 0.604 0.944 0.836
C 2.073 1.085 0.919
C 2.954 0.277 0.240
O 4.272 0.519 0.111
C 2.500 -0.858 -0.600
O 3.214 -1.708 -1.104
C 1.044 -0.890 -0.838
C 0.175 -0.049 -0.174
O -1.160 0.029 -0.420
H 2.644 1.794 1.501
H 4.675 -0.129 -0.472
H 0.708 -1.510 -1.657
H -1.536 0.744 0.099
O -1.361 -3.699 -0.734
C -0.661 -4.355 -1.533
C 0.740 -4.478 -1.438
C 1.562 -5.196 -2.280
O 2.900 -5.377 -2.016
C 1.031 -5.928 -3.471
O 1.753 -6.551 -4.271
C -0.437 -5.983 -3.529
C -1.207 -5.283 -2.639
O -2.582 -5.425 -2.684
H 1.230 -3.887 -0.678
H 3.280 -6.008 -2.631
H -0.981 -6.545 -4.273
H -3.004 -5.031 -1.918
C 1.286 -0.610 -6.427
O 1.222 -1.186 -5.120
C 1.455 -2.627 -5.111
C 2.930 -2.970 -5.569
O 4.024 -2.794 -4.677
C 4.472 -1.496 -4.561
H 1.766 0.368 -6.471
H 0.257 -0.392 -6.713
H 1.847 -1.087 -7.231
H 0.776 -3.058 -5.847
H 1.230 -2.963 -4.098
H 3.149 -2.529 -6.542
H 2.963 -4.058 -5.522
H 3.746 -0.784 -4.169
H 4.866 -1.176 -5.526
H 5.287 -1.599 -3.845
C -8.053 -2.242 -1.531
O -6.703 -2.167 -1.786
C -6.268 -0.901 -2.415
C -4.786 -0.732 -2.346
O -4.034 -1.675 -3.120
C -2.584 -1.548 -2.934
H -8.214 -3.009 -0.774
H -8.599 -2.532 -2.429
H -8.490 -1.317 -1.155
H -6.684 -0.062 -1.856
H -6.633 -0.878 -3.442
H -4.494 -0.833 -1.301
H -4.551 0.291 -2.639
H -2.308 -0.573 -3.335
H -2.070 -2.333 -3.490
H -2.309 -1.636 -1.883
C -3.997 0.006 1.848
O -3.836 -0.885 2.939
C -5.028 -0.894 3.712
C -4.887 -1.428 5.130
O -4.124 -0.563 6.017
C -2.731 -0.418 5.711
H -3.133 -0.049 1.185
H -4.188 1.001 2.251
H -4.849 -0.164 1.190
H -5.790 -1.456 3.171
H -5.424 0.118 3.799
H -4.443 -2.406 4.941
H -5.861 -1.748 5.499
H -2.286 0.221 6.474
H -2.573 0.177 4.812
H -2.219 -1.375 5.615
Cl -3.997 5.777 0.424
C -4.683 4.458 -0.588
C -3.567 3.718 -1.274
Cl -2.666 2.600 -0.198
H -5.341 4.786 -1.393
H -5.338 3.801 -0.015
H -2.906 4.461 -1.721
H -4.011 3.288 -2.171
Cl 6.072 -2.320 -0.124
C 5.905 -3.649 -1.322
C 7.327 -3.922 -1.859
Cl 8.072 -2.462 -2.704
H 5.233 -3.315 -2.114
H 5.533 -4.547 -0.829
H 7.355 -4.663 -2.658
H 7.964 -4.314 -1.066
Cl 7.997 3.054 0.704
C 6.588 2.414 1.584
C 6.743 0.875 1.725
Cl 8.128 0.428 2.724
H 5.763 2.704 0.933
H 6.472 2.867 2.568
H 6.923 0.372 0.775
H 5.908 0.373 2.214
Cl 2.712 5.035 -1.193
C 1.077 4.776 -0.504
C -0.091 5.063 -1.414
Cl -0.188 4.019 -2.796
H 0.863 5.464 0.314
H 0.976 3.804 -0.022
H 0.024 6.032 -1.901
H -1.070 5.111 -0.939
Cl 2.544 -1.543 4.788
C 2.479 0.241 4.999
C 3.625 0.875 5.789
Cl 5.124 0.694 4.833
H 1.509 0.439 5.455
H 2.412 0.730 4.027
H 3.837 0.506 6.793
H 3.465 1.952 5.742